# C3H9BrN3S

A structure of composition C3H9BrN3S at a distorted geometry (the ωB97M-V functional and the def2-TZVPD basis, the OMol25 dataset).

As for the electronic energy: -3255.8476 hartree. As for the HOMO-LUMO gap: 8.09 eV. Its energy above the lowest of the compared OMol25 structures with the same formula, charge and spin is 20.0 kcal per mole. The highest occupied orbital energy comes out at -0.4805 hartree.

The geometry in ORCA input format:
```
! wB97M-V def2-TZVPD RIJCOSX def2/J DEFGRID3
* xyz 1 1
C 1.8579 0.4891 0.7767
C 1.2433 -0.5260 -0.2755
N -0.0719 -1.0779 0.1225
C -1.1692 -0.3745 -0.0103
N -1.1984 0.9671 -0.4964
S -1.2759 1.0392 -2.2411
N -2.4349 -0.9448 0.3691
Br -3.0002 0.1252 1.8270
H 1.5064 0.1646 1.7931
H 1.5231 1.5520 0.6242
H 2.9741 0.4757 0.6857
H 1.9632 -1.3858 -0.3672
H 1.2298 -0.0279 -1.2817
H -0.1092 -2.0254 0.5043
H -0.4588 1.5433 -0.0949
H -0.2654 1.9257 -2.5940
H -2.3139 -1.9197 0.6584
*
```

***

# C9H21BrSi

A cluster of 2 separate species, C9H21BrSi in total at a distorted geometry (the ωB97M-V functional and the def2-TZVPD basis, the OMol25 dataset).

As for the electronic energy: -3218.9857 hartree. As for the HOMO-LUMO gap: 9.75 eV. Its energy above the lowest of the compared OMol25 structures with the same formula, charge and spin is 0.0 kcal per mole. The highest occupied orbital energy comes out at -0.3306 hartree.

The geometry in ORCA input format:
```
! wB97M-V def2-TZVPD RIJCOSX def2/J DEFGRID3
* xyz 0 1
C 2.4818 0.6441 -2.1769
Si 3.4682 1.1532 -0.6958
C 2.5509 1.8924 0.7619
Br 4.6209 -0.6086 -0.0591
H 1.3206 0.8239 -2.0403
H 2.6994 1.0652 -3.0774
H 2.4618 -0.5165 -2.2803
H 4.6288 2.2774 -0.9341
H 1.4959 2.0031 0.3719
H 2.4454 1.3045 1.7452
H 2.9839 2.8858 1.0195
C -2.0781 -2.9865 -0.6787
C -1.8802 -1.4967 -0.7678
C -1.5294 -0.7256 0.2077
C -1.2573 -1.1636 1.6367
C -0.0488 -0.5941 2.3700
C -1.2012 0.8066 -0.0385
C -2.4614 1.4689 -0.7330
H -2.5595 -3.4219 -1.5812
H -2.8081 -3.1078 0.0666
H -1.1684 -3.4673 -0.5375
H -1.9129 -0.9570 -1.7278
H -1.3495 -2.1821 1.6715
H -2.2288 -0.7558 2.1448
H 0.2079 -1.1032 3.2754
H -0.2139 0.4298 2.6190
H 0.8814 -0.4111 1.7439
H -0.2909 0.8614 -0.5595
H -0.9623 1.2278 0.8779
H -2.9180 0.7834 -1.4635
H -2.2199 2.3568 -1.2304
H -3.1583 1.5135 0.0696
*
```